Below is a cluster of 9 separate species, C33H87F6N5O13P in total, with properties calculated with ωB97M-V/def2-TZVPD.

Each line ends with the Mulliken charge.
Cartesian coordinates (Å):
P -0.828 0.005 0.287  2.109
F -2.034 0.748 -0.469  -0.767
F -1.123 -1.254 -0.614  -0.393
F 0.274 0.580 -0.774  -0.470
F 0.301 -0.773 1.158  -0.604
F -0.506 1.307 1.178  -0.690
F -2.096 -0.488 1.311  -0.475
C 5.526 -1.437 1.955  -0.843
O 4.726 -1.844 0.858  0.196
C 3.935 -3.015 1.328  -1.217
C 2.721 -3.316 0.451  -0.069
N 2.960 -3.330 -1.030  0.756
C 3.569 -4.583 -1.526  -0.731
C 3.571 -4.576 -3.041  -0.903
O 3.906 -3.215 -3.478  0.073
C 3.833 -3.108 -4.895  -0.923
H 4.861 -1.075 2.740  0.354
H 6.096 -0.568 1.627  0.061
H 6.131 -2.271 2.310  0.284
H 3.595 -2.628 2.289  0.398
H 4.514 -3.922 1.503  0.331
H 1.873 -2.654 0.627  -0.349
H 2.329 -4.299 0.712  0.698
H 2.044 -3.549 -1.395  -0.302
H 2.899 -5.362 -1.161  0.440
H 4.571 -4.503 -1.103  0.460
H 2.608 -4.973 -3.362  0.341
H 4.335 -5.290 -3.348  0.451
H 3.934 -2.082 -5.248  0.183
H 2.929 -3.552 -5.311  0.319
H 4.554 -3.793 -5.342  0.335
C -0.008 -2.428 3.750  -0.286
O 0.090 -1.714 5.010  -0.449
C 0.368 -0.362 4.806  0.333
C 0.460 0.306 6.213  -0.909
N 1.731 -0.047 6.920  -0.282
C 1.807 0.615 8.228  -0.799
C 3.253 0.561 8.745  -0.569
O 3.552 -0.827 9.078  -0.318
C 4.885 -0.998 9.461  -0.747
H -0.882 -2.122 3.174  0.138
H -0.221 -3.466 4.006  0.374
H 0.867 -2.397 3.101  -0.033
H -0.519 0.119 4.394  -0.192
H 1.148 -0.139 4.078  0.278
H -0.442 0.139 6.801  0.353
H 0.460 1.363 5.946  0.455
H 1.744 -1.029 7.154  0.229
H 1.142 0.078 8.905  0.352
H 1.315 1.587 8.206  0.512
H 3.489 1.212 9.587  0.435
H 3.951 0.887 7.973  0.334
H 5.378 -1.345 8.553  0.258
H 4.906 -1.637 10.344  0.245
H 5.300 -0.066 9.844  0.327
C 7.059 0.311 -0.929  -1.106
O 5.698 -0.043 -1.041  -0.036
C 4.874 1.095 -1.107  -1.079
C 3.390 0.779 -0.753  -0.990
N 2.875 -0.421 -1.377  1.009
C 2.415 -0.273 -2.789  0.737
C 3.508 0.211 -3.749  -1.352
O 4.621 -0.539 -3.485  0.011
C 5.776 -0.238 -4.337  -1.123
H 7.343 0.821 -0.008  0.394
H 7.272 0.917 -1.809  0.370
H 7.798 -0.488 -0.980  0.226
H 5.089 1.681 -2.000  0.328
H 5.100 1.825 -0.330  0.530
H 2.748 1.660 -0.775  0.508
H 3.281 0.519 0.300  0.454
H 1.981 -0.524 -0.918  -0.458
H 1.631 0.484 -2.742  0.156
H 1.976 -1.160 -3.244  -0.426
H 3.661 1.279 -3.595  0.352
H 3.174 0.021 -4.769  0.552
H 5.463 -0.614 -5.311  0.458
H 6.679 -0.812 -4.126  0.193
H 5.977 0.832 -4.392  0.352
C -4.646 6.204 -6.512  -0.721
O -4.256 5.422 -5.415  -0.289
C -3.992 4.030 -5.611  -0.498
C -2.891 3.632 -4.623  -0.555
N -2.643 2.236 -4.758  -0.142
C -1.690 1.764 -3.760  -0.590
C -1.364 0.253 -4.008  0.120
O -0.503 0.226 -5.162  -0.424
C -0.236 -1.094 -5.596  -0.628
H -5.734 6.139 -6.494  0.276
H -4.215 5.909 -7.468  0.304
H -4.479 7.260 -6.298  0.231
H -3.558 3.930 -6.605  0.295
H -4.868 3.382 -5.594  0.251
H -3.251 3.884 -3.625  0.278
H -2.026 4.241 -4.882  0.372
H -2.061 2.108 -5.572  0.259
H -2.217 1.884 -2.813  -0.054
H -0.837 2.441 -3.801  0.507
H -2.293 -0.287 -4.195  0.496
H -0.909 -0.272 -3.168  -0.159
H -1.167 -1.637 -5.751  0.364
H 0.315 -1.732 -4.904  0.103
H 0.278 -1.007 -6.553  0.283
C -5.658 0.592 -3.520  -0.385
O -5.905 0.687 -2.146  -0.429
C -4.852 1.306 -1.478  0.059
C -4.990 1.343 0.105  0.040
N -6.207 2.123 0.515  -0.413
C -6.504 2.078 1.966  -0.218
C -7.362 0.849 2.429  -0.674
O -6.704 -0.378 2.206  -0.162
C -7.302 -1.453 3.003  -0.888
H -5.441 1.544 -4.006  0.028
H -6.558 0.114 -3.906  0.319
H -4.791 -0.049 -3.681  0.204
H -4.459 2.165 -2.023  0.122
H -4.028 0.593 -1.453  -0.059
H -4.182 1.849 0.633  -0.041
H -4.935 0.310 0.448  0.324
H -7.028 1.670 0.141  0.269
H -7.077 2.943 2.301  0.344
H -5.500 2.093 2.389  -0.145
H -8.279 0.869 1.839  0.345
H -7.685 0.947 3.465  0.485
H -7.089 -1.176 4.035  0.342
H -6.743 -2.382 2.893  0.266
H -8.354 -1.680 2.829  0.297
C -2.546 4.058 0.752  -0.321
O -1.942 3.283 1.710  -0.535
H -3.319 4.631 1.264  0.261
H -1.901 4.822 0.319  0.251
H -2.890 3.377 -0.028  -0.087
H -1.422 2.536 1.403  0.487
C -3.054 1.492 4.333  -0.183
O -2.457 1.573 5.630  -0.544
H -2.282 1.320 3.583  -0.127
H -3.697 0.614 4.266  0.269
H -3.620 2.372 4.026  0.215
H -2.842 0.911 6.209  0.311
C -0.038 -4.245 -1.048  -0.752
O 0.363 -3.212 -1.986  -0.546
H -1.024 -4.641 -1.293  0.401
H 0.635 -5.092 -1.182  0.308
H 0.106 -3.880 -0.031  0.053
H -0.360 -2.580 -1.991  0.276

Its charge is -1. The total energy is -3501.8383 a.u. The calculation puts the LUMO energy at 2.48 eV. For the HOMO energy, the calculation gives -5.12 eV. The frontier orbital gap comes out at 0.2793 Eh.